Here is a cluster of 6 separate species, C5H23NO7 in total from OMol25. Energies are from ωB97M-V/def2-TZVPD.

The largest force on an atom is 0.580 eV Å⁻¹. For the energy above the lowest of the compared OMol25 structures with the same formula, charge and spin, the calculation gives 36.67 kJ/mol. As for the HOMO-LUMO gap: 9.9 eV. As for the SMILES: C[C@@H](O)CCNCO.O.O.O.O.O. The calculation puts the HOMO energy at -9.318 eV.

Each atom is followed by the atoms it is bonded to, with distances in Å.
CARTESIAN COORDINATES (ANGSTROEM)
1 O -1.59 1.52 1.57  C12 1.446, H21 0.968
2 O -1.47 -2.09 -2.17  H20 0.992, H30 0.963
3 O 1.63 1.70 -0.95  C9 1.468, H16 0.963
4 O -0.25 0.32 -2.47  H23 0.970, H35 0.975
5 O 0.27 -3.15 -0.35  H14 0.988, H36 0.968
6 O 2.08 -1.32 -1.53  H17 0.963, H26 0.984
7 O -1.00 2.71 -0.91  H24 0.973, H31 0.981
8 N 1.57 1.04 1.32  C9 1.419, C13 1.477, H33 1.010
9 C 2.43 1.29 0.22  O3 1.468, N8 1.419, H25 1.091, H29 1.089
10 C -0.23 -0.41 2.20  C12 1.531, C13 1.519, H15 1.088, H27 1.089
11 C -2.73 -0.62 1.81  C12 1.515, H18 1.082, H19 1.096, H34 1.080
12 C -1.45 0.09 1.41  O1 1.446, C10 1.531, C11 1.515, H32 1.088
13 C 1.07 -0.35 1.41  N8 1.477, C10 1.519, H22 1.097, H28 1.094
14 H -0.41 -2.87 -1.00  O5 0.988
15 H -0.12 0.20 3.09  C10 1.088
16 H 2.19 2.10 -1.63  O3 0.963
17 H 1.56 -1.19 -2.33  O6 0.963
18 H -2.72 -1.65 1.50  C11 1.082
19 H -2.89 -0.57 2.89  C11 1.096
20 H -1.07 -1.19 -2.27  O2 0.992
21 H -2.12 1.73 2.35  O1 0.968
22 H 0.95 -0.78 0.41  C13 1.097
23 H 0.54 0.51 -1.94  O4 0.970
24 H -0.06 2.52 -0.77  O7 0.973
25 H 2.96 0.39 -0.07  C9 1.091
26 H 1.62 -2.06 -1.07  O6 0.984
27 H -0.39 -1.44 2.50  C10 1.089
28 H 1.85 -0.93 1.91  C13 1.094
29 H 3.11 2.11 0.44  C9 1.089
30 H -1.53 -2.43 -3.07  O2 0.963
31 H -1.41 2.40 -0.07  O7 0.981
32 H -1.30 -0.03 0.34  C12 1.088
33 H 0.79 1.69 1.33  N8 1.010
34 H -3.58 -0.18 1.31  C11 1.080
35 H -0.85 1.04 -2.20  O4 0.975
36 H -0.05 -2.81 0.49  O5 0.968

Partial atomic charges computed with the Mulliken method, in multiples of e:
1. O -0.61
2. O -0.69
3. O -0.43
4. O -0.77
5. O -0.75
6. O -0.65
7. O -0.80
8. N -0.35
9. C -0.41
10. C -1.26
11. C -1.82
12. C 1.45
13. C -0.09
14. H 0.41
15. H 0.33
16. H 0.17
17. H 0.27
18. H 0.40
19. H 0.43
20. H 0.46
21. H 0.36
22. H 0.12
23. H 0.36
24. H 0.35
25. H 0.36
26. H 0.40
27. H 0.49
28. H 0.27
29. H 0.34
30. H 0.30
31. H 0.37
32. H -0.35
33. H 0.20
34. H 0.45
35. H 0.36
36. H 0.32

---

Here is an isolated molecule of C24H23N3O4 from OMol25. Energies are from ωB97M-V/def2-TZVPD.

The largest force on an atom is 0.563 eV Å⁻¹. For the energy above the lowest of the compared OMol25 structures with the same formula, charge and spin, the calculation gives 9.21 kJ/mol. As for the HOMO-LUMO gap: 8.8 eV. As for the SMILES: CCOc1ccc(N2C(=O)Nc3ccccc3[C@@]2(O)C(=O)NCc2ccccc2)cc1. The calculation puts the HOMO energy at -8.127 eV.

Each atom is followed by the atoms it is bonded to, with distances in Å.
CARTESIAN COORDINATES (ANGSTROEM)
1 O -6.11 -0.89 -0.25  C9 1.414, C18 1.358
2 O -0.95 0.58 2.70  C26 1.212
3 O 0.57 -1.03 -2.37  C14 1.217
4 O -0.76 1.15 -1.84  C16 1.388, H46 0.976
5 N 1.18 -1.40 -0.21  C14 1.337, C22 1.451, H53 1.009
6 N 1.03 1.12 1.77  C23 1.386, C26 1.391, H39 1.011
7 N -0.79 0.59 0.42  C16 1.461, C26 1.362, C30 1.425
8 C -3.15 1.00 0.85  C12 1.383, C30 1.385, H47 1.078
9 C -7.18 -0.16 0.33  O1 1.414, C31 1.521, H37 1.099, H38 1.099
10 C 5.29 -0.48 -0.26  C24 1.382, C25 1.385, H35 1.080
11 C 2.93 2.39 0.94  C23 1.389, C29 1.382, H41 1.080
12 C -4.48 0.66 0.71  C8 1.383, C18 1.391, H42 1.078
13 C 3.10 2.80 -1.42  C15 1.384, C29 1.385, H36 1.079
14 C 0.61 -0.70 -1.20  O3 1.217, N5 1.337, C16 1.557
15 C 1.92 2.10 -1.63  C13 1.384, C19 1.385, H48 1.079
16 C 0.02 0.68 -0.79  O4 1.388, N7 1.461, C14 1.557, C19 1.516
17 C -2.51 -0.89 -0.48  C20 1.377, C30 1.390, H44 1.079
18 C -4.84 -0.46 -0.04  O1 1.358, C12 1.391, C20 1.396
19 C 1.25 1.54 -0.57  C15 1.385, C16 1.516, C23 1.393
20 C -3.84 -1.23 -0.64  C17 1.377, C18 1.396, H52 1.078
21 C 3.49 -2.07 -0.06  C22 1.508, C24 1.390, C28 1.387
22 C 2.10 -2.50 -0.44  N5 1.451, C21 1.508, H34 1.094, H40 1.094
23 C 1.74 1.69 0.73  N6 1.386, C11 1.389, C19 1.393
24 C 4.04 -0.93 -0.64  C10 1.382, C21 1.390, H32 1.080
25 C 6.01 -1.18 0.70  C10 1.385, C27 1.384, H49 1.080
26 C -0.31 0.77 1.69  O2 1.212, N6 1.391, N7 1.362
27 C 5.47 -2.32 1.27  C25 1.384, C28 1.385, H33 1.080
28 C 4.22 -2.76 0.90  C21 1.387, C27 1.385, H50 1.081
29 C 3.60 2.93 -0.14  C11 1.382, C13 1.385, H43 1.079
30 C -2.16 0.23 0.26  N7 1.425, C8 1.385, C17 1.390
31 C -8.48 -0.87 -0.06  C9 1.521, H45 1.086, H51 1.086, H54 1.086
32 H 3.47 -0.39 -1.38  C24 1.080
33 H 6.03 -2.86 2.02  C27 1.080
34 H 2.04 -2.73 -1.51  C22 1.094
35 H 5.70 0.41 -0.71  C10 1.080
36 H 3.63 3.23 -2.26  C13 1.079
37 H -7.19 0.87 -0.05  C9 1.099
38 H -7.08 -0.14 1.42  C9 1.099
39 H 1.34 1.32 2.72  N6 1.011
40 H 1.78 -3.37 0.13  C22 1.094
41 H 3.30 2.50 1.94  C11 1.080
42 H -5.23 1.27 1.18  C12 1.078
43 H 4.53 3.47 0.03  C29 1.079
44 H -1.75 -1.50 -0.94  C17 1.079
45 H -8.58 -0.89 -1.14  C31 1.086
46 H -0.70 0.49 -2.55  O4 0.976
47 H -2.88 1.87 1.43  C8 1.078
48 H 1.52 1.99 -2.63  C15 1.079
49 H 6.99 -0.83 1.00  C25 1.080
50 H 3.80 -3.64 1.36  C28 1.081
51 H -9.32 -0.34 0.37  C31 1.086
52 H -4.13 -2.09 -1.22  C20 1.078
53 H 1.17 -1.01 0.72  N5 1.009
54 H -8.47 -1.89 0.31  C31 1.086

Partial atomic charges computed with the Mulliken method, in multiples of e:
1. O -0.41
2. O -0.68
3. O -0.71
4. O -0.69
5. N 0.04
6. N -0.14
7. N 0.63
8. C -0.80
9. C -0.28
10. C -0.60
11. C -0.82
12. C -0.50
13. C -0.81
14. C 0.26
15. C -0.37
16. C 0.65
17. C -0.03
18. C 0.82
19. C 0.01
20. C -0.92
21. C 0.56
22. C -1.17
23. C 0.36
24. C 0.02
25. C -0.53
26. C 0.38
27. C -0.53
28. C -0.66
29. C -0.62
30. C -0.26
31. C -1.44
32. H 0.46
33. H 0.38
34. H 0.50
35. H 0.45
36. H 0.41
37. H 0.37
38. H 0.36
39. H 0.28
40. H 0.39
41. H 0.40
42. H 0.38
43. H 0.45
44. H 0.43
45. H 0.33
46. H 0.53
47. H 0.42
48. H 0.48
49. H 0.39
50. H 0.34
51. H 0.42
52. H 0.44
53. H 0.27
54. H 0.33

---

Here is a cluster of 11 separate species, C27H44Cl20N2 in total in a non-equilibrium geometry from OMol25. Energies are from ωB97M-V/def2-TZVPD.

The largest force on an atom is 1.295 eV Å⁻¹. As for the HOMO-LUMO gap: 8.6 eV. As for the SMILES: CCCCCCCCCc1cccc2nccnc12.ClCCl.ClCCl.ClCCl.ClCCl.ClCCl.ClCCl.ClCCl.ClCCl.ClCCl.ClCCl. The calculation puts the HOMO energy at -8.568 eV.

Each atom is followed by the atoms it is bonded to, with distances in Å.
CARTESIAN COORDINATES (ANGSTROEM)
1 Cl -0.30 -4.73 -0.01  C47 1.772
2 Cl -0.49 3.07 -0.20  C31 1.764
3 Cl -0.29 3.37 -5.27  C48 1.770
4 Cl -2.32 -2.74 -0.71  C47 1.775
5 Cl 3.27 -5.05 2.32  C27 1.769
6 Cl 4.39 -5.54 -0.35  C27 1.768
7 Cl 1.90 6.31 -4.28  C35 1.765
8 Cl 10.85 -2.27 2.75  C37 1.767
9 Cl 3.23 3.87 -6.27  C33 1.771
10 Cl -0.04 3.93 2.55  C31 1.768
11 Cl -2.20 5.49 -5.90  C48 1.765
12 Cl 2.94 9.71 -0.79  C40 1.768
13 Cl -12.79 -3.35 -1.45  C46 1.770
14 Cl 4.52 9.75 -3.25  C40 1.769
15 Cl -8.42 -1.83 -0.42  C26 1.767
16 Cl -10.83 -5.45 -0.86  C46 1.765
17 Cl 9.49 -1.57 0.25  C37 1.767
18 Cl 4.75 3.99 -3.75  C33 1.767
19 Cl 0.55 5.85 -1.73  C35 1.769
20 Cl -8.88 -2.69 -3.18  C26 1.771
21 N -6.42 -1.81 2.28  C30 1.365, C43 1.308
22 N -4.00 -1.35 3.76  C23 1.307, C42 1.365
23 C -5.11 -1.77 4.30  N22 1.307, C43 1.413, H77 1.085
24 C -2.96 -0.42 0.39  C25 1.370, C32 1.431, H84 1.081
25 C -2.91 -0.62 1.74  C24 1.370, C39 1.513, C42 1.431
26 C -9.40 -1.62 -1.87  Cl15 1.767, Cl20 1.771, H58 1.084, H82 1.084
27 C 3.43 -6.19 0.98  Cl5 1.769, Cl6 1.768, H63 1.084, H68 1.084
28 C 5.60 -0.58 2.76  C44 1.541, C45 1.529, H73 1.096, H85 1.093
29 C 3.14 -0.84 1.90  C41 1.545, C44 1.551, H57 1.092, H60 1.090
30 C -5.26 -1.36 1.70  N21 1.365, C42 1.407, C49 1.419
31 C -1.01 4.15 1.09  Cl2 1.764, Cl10 1.768, H50 1.084, H72 1.084
32 C -4.17 -0.65 -0.34  C24 1.431, C49 1.362, H79 1.082
33 C 4.71 3.41 -5.42  Cl9 1.771, Cl18 1.767, H53 1.083, H92 1.084
34 C -0.40 -0.14 1.69  C38 1.540, C39 1.528, H69 1.091, H88 1.093
35 C 1.40 5.11 -3.09  Cl7 1.765, Cl19 1.769, H52 1.089, H75 1.082
36 C 5.87 -2.97 1.87  C45 1.532, H56 1.094, H67 1.093, H91 1.090
37 C 10.52 -1.00 1.57  Cl8 1.767, Cl17 1.767, H55 1.084, H86 1.084
38 C 0.82 -0.09 2.63  C34 1.540, C41 1.553, H61 1.096, H71 1.093
39 C -1.66 -0.34 2.54  C25 1.513, C34 1.528, H64 1.091, H78 1.097
40 C 2.92 9.50 -2.55  Cl12 1.768, Cl14 1.769, H66 1.083, H81 1.084
41 C 2.10 0.31 1.86  C29 1.545, C38 1.553, H54 1.094, H76 1.091
42 C -4.08 -1.12 2.41  N22 1.365, C25 1.431, C30 1.407
43 C -6.30 -1.98 3.57  N21 1.308, C23 1.413, H93 1.087
44 C 4.10 -0.74 3.11  C28 1.541, C29 1.551, H70 1.095, H89 1.092
45 C 6.08 -1.48 1.62  C28 1.529, C36 1.532, H65 1.091, H83 1.096
46 C -12.17 -4.95 -1.89  Cl13 1.770, Cl16 1.765, H74 1.084, H80 1.084
47 C -1.64 -4.33 -1.09  Cl1 1.772, Cl4 1.775, H51 1.084, H90 1.084
48 C -1.64 3.87 -6.30  Cl3 1.770, Cl11 1.765, H59 1.084, H87 1.084
49 C -5.28 -1.10 0.31  C30 1.419, C32 1.362, H62 1.087
50 H -0.92 5.17 0.75  C31 1.084
51 H -2.41 -5.08 -0.98  C47 1.084
52 H 0.74 4.39 -3.57  C35 1.089
53 H 4.78 2.32 -5.40  C33 1.083
54 H 1.81 0.45 0.82  C41 1.094
55 H 11.46 -0.66 1.15  C37 1.084
56 H 6.63 -3.54 1.32  C36 1.094
57 H 2.58 -1.77 2.00  C29 1.092
58 H -9.31 -0.59 -2.21  C26 1.084
59 H -1.30 3.86 -7.33  C48 1.084
60 H 3.65 -0.86 0.93  C29 1.090
61 H 0.59 0.67 3.38  C38 1.096
62 H -6.21 -1.25 -0.24  C49 1.087
63 H 2.44 -6.42 0.61  C27 1.084
64 H -1.52 -1.10 3.31  C39 1.091
65 H 5.66 -1.16 0.66  C45 1.091
66 H 2.60 8.49 -2.77  C40 1.083
67 H 4.92 -3.26 1.42  C36 1.093
68 H 3.91 -7.09 1.35  C27 1.084
69 H -0.44 0.85 1.23  C34 1.091
70 H 3.82 0.16 3.66  C44 1.095
71 H 0.92 -1.04 3.16  C38 1.093
72 H -2.05 3.92 1.33  C31 1.084
73 H 6.17 -0.86 3.65  C28 1.096
74 H -11.82 -4.92 -2.92  C46 1.084
75 H 2.29 4.61 -2.71  C35 1.082
76 H 2.49 1.26 2.24  C41 1.091
77 H -5.13 -1.95 5.37  C23 1.085
78 H -1.83 0.59 3.09  C39 1.097
79 H -4.16 -0.46 -1.41  C32 1.082
80 H -12.97 -5.67 -1.79  C46 1.084
81 H 2.23 10.21 -2.98  C40 1.084
82 H -10.43 -1.85 -1.63  C26 1.084
83 H 7.16 -1.31 1.52  C45 1.096
84 H -2.09 -0.05 -0.14  C24 1.081
85 H 5.82 0.47 2.55  C28 1.093
86 H 10.01 -0.18 2.07  C37 1.084
87 H -2.45 3.17 -6.16  C48 1.084
88 H -0.25 -0.92 0.94  C34 1.093
89 H 3.91 -1.58 3.77  C44 1.092
90 H -1.27 -4.32 -2.11  C47 1.084
91 H 5.95 -3.26 2.92  C36 1.090
92 H 5.56 3.83 -5.95  C33 1.084
93 H -7.18 -2.30 4.11  C43 1.087

Partial atomic charges computed with the Mulliken method, in multiples of e:
1. Cl -0.12
2. Cl -0.14
3. Cl -0.14
4. Cl 0.03
5. Cl -0.11
6. Cl -0.15
7. Cl -0.14
8. Cl -0.15
9. Cl -0.12
10. Cl -0.15
11. Cl -0.15
12. Cl -0.16
13. Cl -0.16
14. Cl -0.17
15. Cl -0.07
16. Cl -0.13
17. Cl -0.15
18. Cl -0.14
19. Cl -0.21
20. Cl -0.16
21. N -0.41
22. N -0.46
23. C -0.36
24. C -1.09
25. C 0.96
26. C -0.07
27. C -0.26
28. C -1.07
29. C -0.40
30. C 0.79
31. C -0.23
32. C -1.21
33. C -0.28
34. C 0.56
35. C 0.40
36. C -0.74
37. C -0.26
38. C -1.13
39. C -0.82
40. C 0.32
41. C -0.99
42. C 0.12
43. C -0.31
44. C -0.64
45. C 0.32
46. C -0.28
47. C -0.47
48. C -0.28
49. C 0.09
50. H 0.25
51. H 0.31
52. H -0.26
53. H 0.27
54. H 0.37
55. H 0.31
56. H 0.37
57. H 0.19
58. H 0.29
59. H 0.27
60. H 0.28
61. H 0.43
62. H -0.13
63. H 0.21
64. H 0.46
65. H 0.40
66. H -0.26
67. H -0.09
68. H 0.32
69. H -0.47
70. H 0.48
71. H 0.49
72. H 0.28
73. H 0.36
74. H 0.25
75. H 0.19
76. H 0.44
77. H 0.42
78. H 0.24
79. H 0.44
80. H 0.32
81. H 0.27
82. H 0.01
83. H -0.38
84. H 0.60
85. H 0.32
86. H 0.24
87. H 0.29
88. H 0.46
89. H 0.35
90. H 0.29
91. H 0.33
92. H 0.29
93. H 0.40

---

Here is a cluster of 2 separate species, C4H9NO in total from OMol25. Energies are from ωB97M-V/def2-TZVPD.

The largest force on an atom is 0.679 eV Å⁻¹. For the energy above the lowest of the compared OMol25 structures with the same formula, charge and spin, the calculation gives 273.36 kJ/mol. As for the HOMO-LUMO gap: 9.6 eV. The calculation puts the HOMO energy at -8.498 eV.

Each atom is followed by the atoms it is bonded to, with distances in Å.
CARTESIAN COORDINATES (ANGSTROEM)
1 O -1.50 0.81 -0.64  C5 1.342, H14 0.972
2 N -2.89 0.51 0.99  C5 1.331, H7 1.005, H8 1.016
3 C 0.60 -1.40 0.02  C4 1.332, H10 1.085, H11 1.087
4 C 1.36 -0.63 -0.76  C3 1.332, C6 1.504, H12 1.091
5 C -1.61 0.41 0.64  O1 1.342, N2 1.331
6 C 2.19 0.51 -0.23  C4 1.504, H9 1.095, H13 1.096, H15 1.096
7 H -3.15 0.22 1.91  N2 1.005
8 H -3.62 0.82 0.36  N2 1.016
9 H 2.25 1.34 -0.94  C6 1.095
10 H 0.50 -1.20 1.08  C3 1.085
11 H 0.01 -2.22 -0.38  C3 1.087
12 H 1.42 -0.84 -1.83  C4 1.091
13 H 3.22 0.18 -0.04  C6 1.096
14 H -0.58 0.61 -0.89  O1 0.972
15 H 1.78 0.88 0.71  C6 1.096

Partial atomic charges computed with the Mulliken method, in multiples of e:
1. O -0.43
2. N -0.20
3. C -0.68
4. C -0.17
5. C -0.25
6. C -0.94
7. H 0.25
8. H 0.20
9. H 0.30
10. H 0.27
11. H 0.30
12. H 0.33
13. H 0.31
14. H 0.40
15. H 0.29

---

Repeat the first record exactly.
Here is a cluster of 6 separate species, C5H23NO7 in total from OMol25. Energies are from ωB97M-V/def2-TZVPD.

The largest force on an atom is 0.580 eV Å⁻¹. For the energy above the lowest of the compared OMol25 structures with the same formula, charge and spin, the calculation gives 36.67 kJ/mol. As for the HOMO-LUMO gap: 9.9 eV. As for the SMILES: C[C@@H](O)CCNCO.O.O.O.O.O. The calculation puts the HOMO energy at -9.318 eV.

Each atom is followed by the atoms it is bonded to, with distances in Å.
CARTESIAN COORDINATES (ANGSTROEM)
1 O -1.59 1.52 1.57  C12 1.446, H21 0.968
2 O -1.47 -2.09 -2.17  H20 0.992, H30 0.963
3 O 1.63 1.70 -0.95  C9 1.468, H16 0.963
4 O -0.25 0.32 -2.47  H23 0.970, H35 0.975
5 O 0.27 -3.15 -0.35  H14 0.988, H36 0.968
6 O 2.08 -1.32 -1.53  H17 0.963, H26 0.984
7 O -1.00 2.71 -0.91  H24 0.973, H31 0.981
8 N 1.57 1.04 1.32  C9 1.419, C13 1.477, H33 1.010
9 C 2.43 1.29 0.22  O3 1.468, N8 1.419, H25 1.091, H29 1.089
10 C -0.23 -0.41 2.20  C12 1.531, C13 1.519, H15 1.088, H27 1.089
11 C -2.73 -0.62 1.81  C12 1.515, H18 1.082, H19 1.096, H34 1.080
12 C -1.45 0.09 1.41  O1 1.446, C10 1.531, C11 1.515, H32 1.088
13 C 1.07 -0.35 1.41  N8 1.477, C10 1.519, H22 1.097, H28 1.094
14 H -0.41 -2.87 -1.00  O5 0.988
15 H -0.12 0.20 3.09  C10 1.088
16 H 2.19 2.10 -1.63  O3 0.963
17 H 1.56 -1.19 -2.33  O6 0.963
18 H -2.72 -1.65 1.50  C11 1.082
19 H -2.89 -0.57 2.89  C11 1.096
20 H -1.07 -1.19 -2.27  O2 0.992
21 H -2.12 1.73 2.35  O1 0.968
22 H 0.95 -0.78 0.41  C13 1.097
23 H 0.54 0.51 -1.94  O4 0.970
24 H -0.06 2.52 -0.77  O7 0.973
25 H 2.96 0.39 -0.07  C9 1.091
26 H 1.62 -2.06 -1.07  O6 0.984
27 H -0.39 -1.44 2.50  C10 1.089
28 H 1.85 -0.93 1.91  C13 1.094
29 H 3.11 2.11 0.44  C9 1.089
30 H -1.53 -2.43 -3.07  O2 0.963
31 H -1.41 2.40 -0.07  O7 0.981
32 H -1.30 -0.03 0.34  C12 1.088
33 H 0.79 1.69 1.33  N8 1.010
34 H -3.58 -0.18 1.31  C11 1.080
35 H -0.85 1.04 -2.20  O4 0.975
36 H -0.05 -2.81 0.49  O5 0.968

Partial atomic charges computed with the Mulliken method, in multiples of e:
1. O -0.61
2. O -0.69
3. O -0.43
4. O -0.77
5. O -0.75
6. O -0.65
7. O -0.80
8. N -0.35
9. C -0.41
10. C -1.26
11. C -1.82
12. C 1.45
13. C -0.09
14. H 0.41
15. H 0.33
16. H 0.17
17. H 0.27
18. H 0.40
19. H 0.43
20. H 0.46
21. H 0.36
22. H 0.12
23. H 0.36
24. H 0.35
25. H 0.36
26. H 0.40
27. H 0.49
28. H 0.27
29. H 0.34
30. H 0.30
31. H 0.37
32. H -0.35
33. H 0.20
34. H 0.45
35. H 0.36
36. H 0.32